Record 1
C31H28BN2O5 | ωB97M-V/def2-TZVPD

The geometry in ORCA input format:
```
! RIJCOSX wB97M-V def2-TZVPD def2/J DEFGRID3
* xyz 1 1
C -2.922 8.572 5.721
C -1.740 7.763 6.221
N -0.768 7.493 5.144
N -1.373 6.678 4.093
B -1.963 5.228 4.401
C -1.339 4.391 5.533
O -2.918 4.826 3.567
H -3.567 8.813 6.566
H -2.588 9.507 5.269
H -3.562 8.036 5.014
H -1.170 8.350 6.941
H -2.065 6.843 6.719
H 0.013 6.941 5.487
H -2.047 7.302 3.643
H -0.647 6.552 3.379
H -1.346 3.336 5.251
H -1.999 4.465 6.407
H -0.340 4.671 5.868
H -3.525 5.439 3.148
C 0.406 2.820 2.631
C 1.593 2.260 2.166
C 1.591 1.526 0.992
C 0.407 1.355 0.282
C -0.777 1.917 0.749
C -0.777 2.642 1.934
C -2.068 1.763 0.007
O -3.074 2.312 0.406
C -2.050 0.934 -1.226
C -3.239 0.725 -1.914
C -3.246 -0.045 -3.066
C -2.064 -0.604 -3.540
C -0.874 -0.394 -2.862
C -0.862 0.371 -1.702
C 0.430 0.557 -0.984
O 1.460 0.068 -1.392
H 0.415 3.374 3.563
H 2.513 2.392 2.719
H 2.493 1.074 0.602
H -1.716 3.052 2.278
H -4.145 1.171 -1.527
H -4.173 -0.212 -3.598
H -2.072 -1.205 -4.439
H 0.057 -0.819 -3.213
C 1.125 -3.290 -1.828
C -0.058 -4.017 -1.919
C -0.068 -5.258 -2.531
C 1.109 -5.780 -3.059
C 2.295 -5.052 -2.969
C 2.298 -3.806 -2.352
C 3.576 -5.582 -3.526
O 4.607 -4.953 -3.433
C 3.530 -6.912 -4.199
C 4.702 -7.426 -4.744
C 4.689 -8.660 -5.373
C 3.507 -9.387 -5.458
C 2.338 -8.882 -4.916
C 2.344 -7.643 -4.285
C 1.069 -7.123 -3.712
O 0.041 -7.760 -3.772
H 1.134 -2.314 -1.360
H -0.976 -3.610 -1.511
H -0.971 -5.848 -2.614
H 3.230 -3.260 -2.299
H 5.607 -6.839 -4.661
H 5.601 -9.058 -5.798
H 3.501 -10.352 -5.950
H 1.405 -9.426 -4.968
*
```

The value obtained for the highest occupied orbital energy is -10.8 eV. The total energy comes out at -1708.5209 hartree. The calculation puts the HOMO-LUMO gap at 0.272 Eh. The value obtained for the LUMO energy is -3.4 eV.

Record 2
C31H28BrF6GeN3O3PSn | ωB97M-V/def2-TZVPD

The geometry in ORCA input format:
```
! RIJCOSX wB97M-V def2-TZVPD def2/J DEFGRID3
* xyz 1 1
Sn 0.682 -2.012 0.036
C 3.648 -1.131 3.402
C 3.233 -0.570 2.056
O 2.014 -0.452 1.729
N 4.275 -0.357 1.250
C 4.184 0.071 -0.151
C 4.961 -0.721 -1.157
C 6.266 -1.260 -0.915
C 6.833 -2.104 -1.820
C 6.230 -2.226 -3.043
C 4.998 -1.644 -3.278
N 4.372 -0.846 -2.381
H 4.043 -2.104 3.155
H 2.777 -1.221 4.010
H 4.497 -0.660 3.926
H 5.197 -0.340 1.616
H 4.343 1.199 -0.253
H 3.140 -0.053 -0.444
H 6.700 -1.116 0.069
H 7.702 -2.644 -1.472
H 6.780 -2.757 -3.862
H 4.405 -1.879 -4.122
Br 0.788 -5.199 -1.078
C -0.521 -4.105 -1.995
C -1.397 -4.853 -2.786
C -2.477 -4.133 -3.441
C -2.501 -2.784 -3.318
C -1.625 -2.112 -2.428
N -0.647 -2.790 -1.789
C -1.782 -0.658 -2.234
O -2.437 0.076 -2.937
O -1.210 -0.170 -1.124
H -1.315 -5.929 -2.662
H -3.247 -4.643 -4.040
H -3.205 -2.168 -3.915
F -0.813 -2.043 3.702
P -1.407 -2.823 2.451
F -2.900 -2.279 2.803
F -1.085 -1.427 1.494
F -1.889 -3.519 1.048
F -1.529 -4.246 3.275
F 0.243 -3.283 2.014
C -0.953 2.587 -2.704
Ge -1.691 1.686 -1.070
C -3.605 1.975 -1.010
C -4.587 1.023 -0.709
C -5.914 1.458 -0.541
C -6.292 2.779 -0.675
C -5.334 3.723 -1.037
C -3.983 3.306 -1.233
C -0.567 2.289 0.414
C 0.588 2.925 0.034
C 1.336 3.675 0.939
C 0.978 3.649 2.241
C -0.188 3.023 2.696
C -0.629 3.054 4.053
C -1.637 2.265 4.505
C -2.294 1.377 3.610
C -2.113 1.550 2.262
C -0.971 2.259 1.776
H -0.315 3.428 -2.525
H -1.742 2.749 -3.389
H -0.324 1.824 -3.183
H -4.336 -0.066 -0.573
H -6.612 0.713 -0.169
H -7.358 3.076 -0.675
H -5.635 4.755 -1.287
H -3.289 4.120 -1.559
H 0.933 2.874 -1.011
H 2.234 4.204 0.678
H 1.546 4.187 2.973
H -0.058 3.649 4.741
H -1.846 2.261 5.588
H -2.978 0.601 3.911
H -2.686 0.939 1.539
*
```

The value obtained for the relative energy (zero: lowest compared OMol25 entry of this formula, charge and spin) is 13.3 kcal per mole. The value obtained for the highest occupied orbital energy is -10.3 eV. The total energy comes out at -7393.9129 hartree. The calculation puts the HOMO-LUMO gap at 0.225 Eh. The value obtained for the LUMO energy is -4.2 eV.

Record 3
C31H28F5N3O2PS4TeTi | ωB97M-V/def2-TZVPD

The geometry in ORCA input format:
```
! RIJCOSX wB97M-V def2-TZVPD def2/J DEFGRID3
* xyz 1 1
Ti -0.851 -0.454 1.484
O -0.301 0.393 3.909
N 0.614 0.114 2.908
C 1.843 0.292 3.146
C 2.956 0.167 2.183
C 4.212 0.372 2.755
C 5.364 0.337 1.991
C 5.271 0.083 0.633
C 4.027 -0.116 0.053
C 2.855 -0.071 0.804
P 1.272 -0.235 -0.117
C 1.656 -1.661 -1.188
C 2.050 -2.830 -0.530
C 2.252 -4.005 -1.234
C 2.061 -4.029 -2.611
C 1.701 -2.868 -3.275
C 1.488 -1.688 -2.567
C 1.272 1.262 -1.157
C 0.394 1.356 -2.237
C 0.336 2.513 -3.000
C 1.124 3.604 -2.667
C 1.955 3.541 -1.557
C 2.030 2.379 -0.804
H 0.165 0.662 4.718
H 2.123 0.619 4.147
H 4.283 0.563 3.820
H 6.326 0.517 2.452
H 6.164 0.047 0.022
H 3.961 -0.294 -1.014
H 2.219 -2.820 0.541
H 2.547 -4.903 -0.708
H 2.207 -4.949 -3.164
H 1.582 -2.872 -4.351
H 1.217 -0.796 -3.111
H -0.261 0.532 -2.490
H -0.332 2.559 -3.851
H 1.085 4.505 -3.266
H 2.544 4.403 -1.268
H 2.678 2.353 0.062
O -3.830 4.200 5.014
C -3.391 3.473 4.180
S -4.211 1.988 3.632
C -2.990 1.517 2.499
C -1.889 2.330 2.366
S -0.666 1.985 1.219
S -1.818 3.747 3.364
S -3.171 0.124 1.519
F -2.194 -1.568 4.034
C -1.528 -1.987 2.913
F -2.373 -2.906 2.315
C -0.306 -2.803 3.392
F 0.252 -2.323 4.500
F 0.651 -2.663 2.388
F -0.492 -4.106 3.540
N -3.225 -4.044 -3.041
C -2.589 -3.290 -2.121
C -1.746 -3.863 -1.156
C -1.159 -3.067 -0.216
N -1.328 -1.728 -0.150
C -2.090 -1.173 -1.123
C -2.714 -1.892 -2.103
H -3.200 -5.046 -2.988
H -3.875 -3.630 -3.684
H -1.573 -4.931 -1.133
H -0.510 -3.510 0.524
H -2.191 -0.093 -1.101
H -3.315 -1.378 -2.842
C -3.848 3.601 -2.778
Te -3.110 3.045 -0.872
C -2.061 4.857 -0.601
H -4.534 4.440 -2.684
H -4.375 2.750 -3.205
H -3.013 3.875 -3.420
H -1.201 4.897 -1.266
H -1.729 4.912 0.434
H -2.743 5.678 -0.809
*
```

The value obtained for the relative energy (zero: lowest compared OMol25 entry of this formula, charge and spin) is 27.8 kcal per mole. The value obtained for the highest occupied orbital energy (spin up / spin down) is -9.4 / -9.4 eV. The total energy comes out at -5063.5879 hartree. The calculation puts the HOMO-LUMO gap (spin up / spin down) at 0.208 / 0.208 Eh. The value obtained for the LUMO energy (spin up / spin down) is -3.7 / -3.7 eV.

Record 4
C31H29BaN5O3PS6Sb | ωB97M-V/def2-TZVPD

The geometry in ORCA input format:
```
! RIJCOSX wB97M-V def2-TZVPD def2/J DEFGRID3
* xyz -1 2
Ba -1.624 -1.668 -0.878
N 1.748 -6.791 4.648
C 1.632 -6.003 3.499
C 2.685 -5.928 2.586
C 2.597 -5.105 1.478
C 1.449 -4.359 1.265
C 0.397 -4.425 2.166
C 0.487 -5.237 3.280
S 1.328 -3.297 -0.137
O 0.165 -3.743 -0.916
O 2.594 -3.359 -0.827
N 0.887 -1.857 0.361
C 1.620 -1.131 1.239
N 2.739 -1.641 1.788
C 3.381 -0.873 2.654
C 2.968 0.404 2.988
C 1.816 0.844 2.357
N 1.135 0.106 1.495
H 2.366 -7.581 4.552
H 0.868 -7.053 5.062
H 3.586 -6.506 2.760
H 3.418 -5.019 0.780
H -0.486 -3.816 2.024
H -0.329 -5.263 3.993
H 4.273 -1.307 3.098
H 3.505 1.018 3.696
H 1.418 1.834 2.555
S -5.693 1.285 -1.235
Sb -5.050 -0.783 -2.016
S -4.544 -2.224 -0.229
S -3.140 -0.702 -3.402
S -0.913 -1.572 3.834
C -2.109 -0.698 3.098
N -1.988 0.005 1.954
C -3.071 0.956 1.680
C -4.326 0.358 2.297
S -3.727 -0.568 3.741
H -1.041 0.210 1.625
H -3.204 1.099 0.611
H -2.831 1.922 2.140
H -4.815 -0.325 1.604
H -5.026 1.128 2.613
O -1.269 0.990 -0.714
P -0.427 1.867 -1.587
C 0.690 2.885 -0.589
C 2.023 3.112 -0.903
C 2.798 3.936 -0.095
C 2.238 4.543 1.018
C 0.901 4.325 1.332
C 0.133 3.494 0.535
C 0.565 0.900 -2.725
C 0.225 0.785 -4.070
C 0.884 -0.142 -4.865
C 1.861 -0.962 -4.316
C 2.197 -0.861 -2.971
C 1.554 0.076 -2.179
C -1.396 3.037 -2.539
C -2.771 2.851 -2.603
C -3.551 3.736 -3.338
C -2.956 4.791 -4.008
C -1.576 4.978 -3.945
C -0.796 4.105 -3.208
H 2.465 2.637 -1.770
H 3.840 4.099 -0.337
H 2.844 5.185 1.646
H 0.463 4.796 2.203
H -0.906 3.304 0.780
H -0.575 1.387 -4.482
H 0.610 -0.243 -5.907
H 2.350 -1.703 -4.935
H 2.920 -1.533 -2.528
H 1.790 0.144 -1.124
H -3.246 2.026 -2.089
H -4.621 3.576 -3.372
H -3.563 5.479 -4.584
H -1.115 5.807 -4.466
H 0.276 4.255 -3.147
*
```

The value obtained for the relative energy (zero: lowest compared OMol25 entry of this formula, charge and spin) is 0.0 kcal per mole. As for the expectation value of S²: 0.7605. The value obtained for the highest occupied orbital energy (spin up / spin down) is -4.2 / -5.0 eV. The total energy comes out at -4694.7938 hartree. The calculation puts the HOMO-LUMO gap (spin up / spin down) at 0.236 / 0.233 Eh. The value obtained for the LUMO energy (spin up / spin down) is 2.2 / 1.4 eV.

Question: The lowest total energy belongs to which entry?
Answer: C31H28BrF6GeN3O3PSn

Question: What is the formula in the fourth record?
Answer: C31H29BaN5O3PS6Sb

Copy entry 1 word for word.
C31H28BN2O5 | ωB97M-V/def2-TZVPD

The geometry in ORCA input format:
```
! RIJCOSX wB97M-V def2-TZVPD def2/J DEFGRID3
* xyz 1 1
C -2.922 8.572 5.721
C -1.740 7.763 6.221
N -0.768 7.493 5.144
N -1.373 6.678 4.093
B -1.963 5.228 4.401
C -1.339 4.391 5.533
O -2.918 4.826 3.567
H -3.567 8.813 6.566
H -2.588 9.507 5.269
H -3.562 8.036 5.014
H -1.170 8.350 6.941
H -2.065 6.843 6.719
H 0.013 6.941 5.487
H -2.047 7.302 3.643
H -0.647 6.552 3.379
H -1.346 3.336 5.251
H -1.999 4.465 6.407
H -0.340 4.671 5.868
H -3.525 5.439 3.148
C 0.406 2.820 2.631
C 1.593 2.260 2.166
C 1.591 1.526 0.992
C 0.407 1.355 0.282
C -0.777 1.917 0.749
C -0.777 2.642 1.934
C -2.068 1.763 0.007
O -3.074 2.312 0.406
C -2.050 0.934 -1.226
C -3.239 0.725 -1.914
C -3.246 -0.045 -3.066
C -2.064 -0.604 -3.540
C -0.874 -0.394 -2.862
C -0.862 0.371 -1.702
C 0.430 0.557 -0.984
O 1.460 0.068 -1.392
H 0.415 3.374 3.563
H 2.513 2.392 2.719
H 2.493 1.074 0.602
H -1.716 3.052 2.278
H -4.145 1.171 -1.527
H -4.173 -0.212 -3.598
H -2.072 -1.205 -4.439
H 0.057 -0.819 -3.213
C 1.125 -3.290 -1.828
C -0.058 -4.017 -1.919
C -0.068 -5.258 -2.531
C 1.109 -5.780 -3.059
C 2.295 -5.052 -2.969
C 2.298 -3.806 -2.352
C 3.576 -5.582 -3.526
O 4.607 -4.953 -3.433
C 3.530 -6.912 -4.199
C 4.702 -7.426 -4.744
C 4.689 -8.660 -5.373
C 3.507 -9.387 -5.458
C 2.338 -8.882 -4.916
C 2.344 -7.643 -4.285
C 1.069 -7.123 -3.712
O 0.041 -7.760 -3.772
H 1.134 -2.314 -1.360
H -0.976 -3.610 -1.511
H -0.971 -5.848 -2.614
H 3.230 -3.260 -2.299
H 5.607 -6.839 -4.661
H 5.601 -9.058 -5.798
H 3.501 -10.352 -5.950
H 1.405 -9.426 -4.968
*
```

The value obtained for the highest occupied orbital energy is -10.8 eV. The total energy comes out at -1708.5209 hartree. The calculation puts the HOMO-LUMO gap at 0.272 Eh. The value obtained for the LUMO energy is -3.4 eV.